ORCA calculation (ωB97M-V/def2-TZVPD) on a structure of composition C3H14CuNOS.

Each line ends with the natural charge from an NBO analysis.
CARTESIAN COORDINATES (ANGSTROEM)
C  -1.90  -0.90  -1.66  -1.2453
Cu  -0.05  -0.14  -2.31  0.4108
N  1.64  0.63  -2.68  -1.4971
H  -4.70  -1.27  -0.07  -0.0233
H  -4.49  -1.72  -0.63  0.0215
H  -2.00  -0.48  -0.65  0.2052
H  -1.74  -1.98  -1.69  0.1795
H  -2.62  -0.52  -2.39  0.1842
H  2.37  0.18  -2.11  0.3235
H  1.65  1.62  -2.43  0.3439
H  1.92  0.55  -3.66  0.3524
C  1.46  1.68  2.41  -0.8794
S  1.00  0.57  1.07  1.0941
C  0.82  -0.99  1.95  -0.8545
O  -0.37  0.99  0.61  -0.9877
H  2.22  1.19  3.02  0.2180
H  0.55  1.92  2.98  0.2267
H  1.86  2.58  1.94  0.2377
H  -0.15  -1.01  2.45  0.2309
H  0.88  -1.79  1.20  0.2443
H  1.65  -1.09  2.66  0.2145

Gap between HOMO and LUMO (spin up / spin down) ... 2.46 / 6.67 eV
Expectation value of S² ... 0.751
Energy above the lowest of the compared OMol25 structures with the same formula, charge and spin ... 0.0 kcal per mole
Charge ... -1
Spin multiplicity ... 2

***

ORCA calculation (ωB97M-V/def2-TZVPD) on a structure of composition C34H33BGdN14O4S3.

Each line ends with the Mulliken spin population.
CARTESIAN COORDINATES (ANGSTROEM)
Gd  0.45  0.25  -0.24  7.3060
C  -0.20  -3.05  3.10  -0.0012
C  0.40  -2.50  1.96  -0.0063
N  -0.14  -1.32  1.68  -0.0284
N  -1.09  -1.09  2.61  -0.0020
C  -1.15  -2.12  3.48  0.0010
B  -1.94  0.19  2.56  -0.0143
N  -1.00  1.41  2.67  0.0153
C  -0.91  2.25  3.71  0.0014
C  0.14  3.13  3.48  0.0001
C  0.65  2.72  2.24  0.0021
N  -0.04  1.69  1.76  -0.0546
N  -2.70  0.21  1.21  0.0066
C  -4.02  0.07  1.04  -0.0018
C  -4.29  0.08  -0.32  -0.0004
C  -3.04  0.23  -0.92  0.0001
N  -2.09  0.31  0.01  -0.0455
H  0.03  -3.99  3.58  0.0001
H  1.20  -2.89  1.36  0.0010
H  -1.84  -2.10  4.30  -0.0001
H  -2.73  0.21  3.46  0.0000
H  -1.59  2.18  4.54  0.0002
H  0.50  3.91  4.12  -0.0001
H  1.47  3.14  1.68  0.0006
H  -4.69  -0.02  1.89  0.0000
H  -5.25  -0.01  -0.80  0.0001
H  -2.78  0.29  -1.96  0.0000
C  -1.22  2.40  -4.65  0.0001
C  -0.89  3.66  -3.85  -0.0006
N  -1.68  3.85  -2.64  -0.0003
C  -2.94  4.58  -2.74  -0.0002
C  -4.16  3.69  -2.95  0.0000
C  -1.29  3.28  -1.46  -0.0028
C  -2.05  3.67  -0.22  0.0020
N  -0.30  2.46  -1.33  -0.0076
H  -0.58  2.36  -5.54  0.0000
H  -2.26  2.40  -4.97  0.0000
H  -1.03  1.50  -4.06  0.0001
H  -1.05  4.54  -4.48  0.0000
H  0.17  3.66  -3.59  0.0002
H  -2.84  5.26  -3.59  -0.0001
H  -3.08  5.20  -1.86  0.0000
H  -4.11  3.18  -3.91  0.0000
H  -5.08  4.29  -2.93  0.0000
H  -4.23  2.93  -2.17  0.0000
H  -1.90  4.73  -0.02  0.0000
H  -1.64  3.10  0.62  -0.0012
H  -3.11  3.47  -0.29  0.0001
H  0.10  2.20  -2.23  -0.0046
N  2.18  0.99  -1.69  -0.0358
C  2.95  1.09  -2.55  0.0070
C  3.74  1.32  -3.67  -0.0004
C  3.12  1.97  -4.77  0.0004
N  2.60  2.52  -5.64  0.0000
C  5.10  0.93  -3.74  0.0005
N  6.21  0.62  -3.82  0.0000
O  0.14  -1.86  -1.12  -0.0458
C  -0.38  -1.44  -2.19  0.0016
O  -0.38  -0.22  -2.51  -0.0261
C  -1.07  -2.43  -3.09  -0.0040
C  -1.68  -3.55  -2.53  -0.0023
C  -2.35  -4.45  -3.33  -0.0001
C  -2.38  -4.22  -4.70  0.0003
C  -1.77  -3.11  -5.28  0.0005
C  -1.12  -2.21  -4.46  0.0004
N  -3.09  -5.17  -5.57  0.0000
O  -3.05  -4.99  -6.77  0.0000
O  -3.69  -6.09  -5.04  0.0000
H  -1.61  -3.70  -1.46  -0.0005
H  -2.84  -5.32  -2.93  0.0000
H  -1.82  -2.98  -6.35  0.0001
H  -0.66  -1.32  -4.87  0.0001
S  4.03  1.14  6.20  -0.0003
C  3.96  0.33  4.74  0.0002
S  3.44  1.07  3.25  -0.0009
C  3.46  -0.49  2.44  0.0013
N  3.87  -1.45  3.22  -0.0102
N  4.20  -1.02  4.47  -0.0013
C  4.69  -2.01  5.35  0.0006
C  4.24  -3.32  5.21  -0.0007
C  4.72  -4.31  6.05  0.0002
C  5.64  -4.01  7.05  -0.0005
C  6.09  -2.70  7.18  0.0003
C  5.63  -1.70  6.34  -0.0003
S  3.02  -0.71  0.81  -0.0495
H  3.53  -3.55  4.43  0.0001
H  4.36  -5.33  5.93  0.0000
H  6.01  -4.78  7.71  -0.0001
H  6.82  -2.45  7.94  0.0000
H  6.00  -0.69  6.44  0.0000

Gap between HOMO and LUMO (spin up / spin down) ... 6.01 / 6.08 eV
Expectation value of S² ... 15.850
Energy above the lowest of the compared OMol25 structures with the same formula, charge and spin ... 0.0 kcal per mole
Charge ... -1
Spin multiplicity ... 8

***

ORCA calculation (ωB97M-V/def2-TZVPD) on a structure of composition CH5BO2S.

Each line ends with the natural charge from an NBO analysis.
CARTESIAN COORDINATES (ANGSTROEM)
B  -0.21  0.79  0.76  0.8731
C  0.30  -1.33  -1.04  -0.2219
O  -0.88  0.94  1.90  -0.8841
O  -0.25  -1.09  0.14  -0.7465
S  0.77  1.78  -0.22  -0.1824
H  0.27  -0.33  -1.53  0.1448
H  -0.33  -2.18  -1.41  0.1661
H  1.34  -1.77  -1.02  0.1337
H  -1.45  0.18  1.98  0.5235
H  0.43  3.01  0.44  0.1936

Gap between HOMO and LUMO ... 9.06 eV
Energy above the lowest of the compared OMol25 structures with the same formula, charge and spin ... 82.4 kcal per mole
Spin multiplicity ... 1

***

ORCA calculation (ωB97M-V/def2-TZVPD) on the ion HO3S3 with charge -1.

Each line ends with the natural charge from an NBO analysis.
CARTESIAN COORDINATES (ANGSTROEM)
O  1.76  -0.13  -1.57  -0.9925
S  1.86  -0.13  -0.12  2.2409
O  0.80  -0.89  0.58  -0.9617
O  3.20  -0.41  0.34  -0.9734
S  1.22  1.85  0.33  -0.2242
S  -0.65  1.19  -0.26  -0.3112
H  -0.11  0.01  0.10  0.2221

Gap between HOMO and LUMO ... 7.57 eV
Energy above the lowest of the compared OMol25 structures with the same formula, charge and spin ... 18.7 kcal per mole
Charge ... -1
Spin multiplicity ... 1

***

ORCA calculation (ωB97M-V/def2-TZVPD) on a cluster of 2 separate species, C6H12FP in total.

Each line ends with the natural charge from an NBO analysis.
CARTESIAN COORDINATES (ANGSTROEM)
C  -1.63  -0.89  -1.61  -0.3838
C  -1.65  -0.17  -0.55  -0.2739
C  -0.32  -1.56  1.17  -0.6853
C  0.93  2.27  0.45  -0.6553
C  -0.92  -0.28  0.64  -0.0889
C  0.93  0.93  -0.28  -0.5438
F  1.78  -1.27  -1.53  -0.5932
P  2.44  -0.07  -0.38  0.9510
H  -2.24  -0.62  -2.49  0.2016
H  -0.89  -1.67  -1.77  0.2068
H  -2.30  0.74  -0.48  0.2011
H  0.08  -1.34  2.16  0.2173
H  -1.26  -2.26  1.17  0.2325
H  0.54  -2.20  0.60  0.2397
H  -0.13  2.42  0.79  0.2222
H  1.25  3.04  -0.21  0.2184
H  1.62  2.09  1.34  0.2002
H  -1.12  0.42  1.47  0.2061
H  0.64  1.11  -1.36  0.2167
H  2.26  -0.69  0.86  -0.0893

Gap between HOMO and LUMO (spin up / spin down) ... 7.39 / 7.35 eV
Energy above the lowest of the compared OMol25 structures with the same formula, charge and spin ... 12.3 kcal per mole
Spin multiplicity ... 1